This record from the Open Molecules 2025 dataset describes a cluster of 10 separate species, C6H32NO10 in total at a distorted geometry. The level of theory is ωB97M-V with the def2-TZVPD basis set.

XYZ file:
```
49
Properties=species:S:1:pos:R:3:forces:R:3
H 2.637 -2.996 0.248 -0.196 -0.191 0.035
O 0.747 1.656 -2.501 2.759 0.691 -1.641
H 2.162 -1.605 3.420 0.198 -0.196 0.111
O 2.707 1.604 -0.115 0.624 1.014 1.429
H 2.661 0.843 -0.684 -0.155 -1.125 -0.482
O 2.872 -2.256 3.509 -0.142 -0.078 -0.615
H 1.328 -3.438 -1.698 -0.781 0.504 -0.687
H -0.155 -0.953 2.470 -0.727 0.815 0.784
H 0.770 2.214 1.356 0.277 -1.155 2.033
H 1.397 2.358 -2.336 0.063 -0.478 -0.159
H 0.459 -0.712 1.041 -0.135 1.222 -0.698
O -3.224 -0.656 -0.096 -0.657 0.270 0.693
H -1.776 -2.096 -2.006 0.266 -0.033 0.478
H 0.154 -2.428 -1.968 -0.611 -0.142 0.211
C -1.027 0.935 1.577 0.780 -1.349 1.116
H 1.122 0.017 -1.664 0.848 -0.402 0.226
O 2.752 -2.178 0.736 -0.174 0.495 -0.376
O 0.002 -3.737 0.196 0.569 -0.524 -1.878
H -1.823 2.436 0.410 -0.757 0.392 -0.178
O 0.930 -2.875 -2.402 1.193 -0.811 0.052
H -2.393 -1.043 -0.421 0.776 -0.215 -0.358
C 0.082 1.858 2.118 -0.830 0.024 -0.199
H 0.338 2.641 0.373 -0.687 0.609 -1.609
H 2.992 -2.524 2.566 -0.122 0.418 0.675
H 1.624 -1.413 -1.972 0.152 -0.375 -0.088
H -1.735 0.918 2.403 -0.527 0.127 -0.101
H -0.819 0.087 -1.035 -0.443 0.402 0.271
N -1.026 1.095 -0.906 -0.913 -0.859 0.540
H -2.784 1.529 -2.104 -0.168 -0.176 0.222
O 1.807 -0.650 -1.391 -0.459 1.207 0.032
H -3.894 1.155 -0.392 0.310 0.834 -0.026
H 0.679 1.385 2.883 -0.133 -0.296 0.377
H -1.459 2.668 -2.189 -0.303 0.227 -0.178
H -0.525 -3.108 -0.420 -0.145 -0.131 1.294
C -1.792 1.352 0.317 0.552 -0.240 0.168
H -1.064 -1.289 1.103 -0.970 0.337 -0.183
O 0.758 3.463 0.108 0.695 1.386 -1.228
C -3.180 0.707 0.306 -0.988 -0.781 -0.691
H -0.136 -3.637 1.120 -0.525 0.586 0.784
H -0.448 2.723 2.527 0.520 0.257 0.089
C -1.698 1.606 -2.101 -1.169 0.048 -0.020
C -0.499 -0.477 1.539 1.894 -2.494 -0.196
H -1.346 1.113 -3.004 0.004 -0.088 0.123
H 2.212 -1.537 0.206 0.451 -0.424 0.201
H 2.810 1.290 0.803 0.011 -0.085 -0.811
O -1.197 -1.914 -1.246 -0.129 0.097 -0.647
H -3.700 0.762 1.265 0.402 0.220 0.333
H 1.682 3.150 0.039 -0.412 0.220 -0.324
H 0.018 1.955 -1.986 -0.087 0.248 1.094
```
Forces are in eV/Å.

Total charge: -1
LUMO in eV: 3.0
ΔE to the lowest compared entry with this formula, charge and spin in kJ/mol: 238.46
Maximum force in eV Å⁻¹: 3.28
Total energy in eV: -28706.880

=====

This record from the Open Molecules 2025 dataset describes a cluster of 2 separate species, C12H16N2 in total at a distorted geometry. The level of theory is ωB97M-V with the def2-TZVPD basis set.

XYZ file:
```
30
Properties=species:S:1:pos:R:3:forces:R:3
C 1.128 1.534 -0.625 1.042 0.779 -1.740
C 1.309 -3.060 -0.724 -0.185 -0.224 -0.144
C 0.857 -1.524 -2.104 0.724 -0.464 -2.553
N 0.057 -2.569 -0.376 0.947 0.113 0.037
H 0.520 2.130 -1.316 0.217 0.744 0.479
C -2.533 0.370 2.434 0.341 -0.373 1.635
N 1.842 -2.475 -1.760 -1.609 0.415 0.226
H -3.442 -0.076 2.831 -0.016 0.110 -0.431
H 2.083 1.587 1.297 -0.507 -0.738 0.108
H -0.171 -2.516 0.610 -0.442 -0.186 -0.255
C -0.111 1.415 1.462 -0.811 0.434 1.250
H 1.689 -3.990 -0.314 0.114 0.419 0.445
C -1.325 1.825 0.913 0.360 -1.007 1.123
C -2.486 1.159 1.320 -0.013 1.122 -1.880
C -1.360 0.204 3.201 -0.307 0.171 -1.452
C 0.848 -0.851 -3.466 0.491 -0.325 1.065
C -0.201 -1.544 -1.296 -0.355 -0.971 1.480
H 0.268 0.065 -3.319 0.421 0.177 -0.595
H -1.367 2.649 0.226 -0.035 -0.145 -0.676
H -3.259 1.299 0.562 -0.689 -0.128 0.922
H -1.398 -0.321 4.144 0.151 -0.130 -0.028
C -0.165 0.629 2.622 0.221 -0.449 -0.291
H 0.791 0.564 -0.990 0.050 -0.350 1.486
H 0.773 0.244 2.986 0.245 0.233 0.499
H 0.351 -1.477 -4.215 0.061 0.062 0.212
H 1.250 2.993 1.120 -0.429 -0.012 -1.020
H -1.146 -1.028 -1.319 0.110 0.146 0.080
H 2.163 1.566 -0.976 -0.039 0.282 -0.336
H 1.895 -0.728 -3.774 -0.424 0.514 -0.099
C 1.140 1.927 0.844 0.366 -0.220 0.454
```
Forces are in eV/Å.

Total charge: 0
LUMO in eV: 0.8
SMILES string: Cc1c[nH]cn1.CCc1ccccc1
ΔE to the lowest compared entry with this formula, charge and spin in kJ/mol: 151.22
Maximum force in eV Å⁻¹: 2.69
Total energy in eV: -15682.531

=====

This record from the Open Molecules 2025 dataset describes a cluster of 6 separate species, C47H73BF2NO9PS2Si in total at a distorted geometry. The level of theory is ωB97M-V with the def2-TZVPD basis set.

XYZ file:
```
137
Properties=species:S:1:pos:R:3:forces:R:3
H -5.060 0.285 -3.186 -0.798 -1.419 0.996
C -0.145 3.702 -3.089 1.275 0.271 1.245
C -5.716 -0.460 -2.589 -0.148 -0.173 0.836
H -10.146 1.699 -1.736 1.365 0.853 0.753
C -0.242 2.433 -2.119 -1.121 1.433 0.283
H 10.733 -2.092 6.797 0.178 0.142 -0.023
H 7.503 0.276 -6.601 0.214 -0.064 -0.068
S 0.453 0.323 0.416 -0.022 -0.843 -1.940
H -2.854 -3.770 9.673 0.067 0.105 -0.084
H -1.207 -3.265 9.244 0.017 0.208 0.077
C -1.674 0.071 -4.740 -1.110 0.260 -0.198
F -4.315 -1.308 -5.012 0.956 -1.162 1.918
H 9.995 0.415 -4.551 -0.013 0.131 -0.180
H -8.844 -1.677 -1.666 -0.057 0.468 -1.638
F -3.753 -3.393 -4.228 -0.406 2.696 0.735
C -0.862 -0.363 -0.725 -1.214 -0.553 -2.820
C -7.811 1.640 -1.750 -0.136 3.107 2.721
H -6.750 0.342 -5.399 -1.177 0.807 1.012
H 10.343 1.023 6.033 0.101 -0.140 -0.135
H 0.975 2.091 -4.914 1.915 0.642 0.391
H -8.649 -2.066 -3.532 -0.249 1.117 1.466
O 2.721 0.980 -4.634 -0.058 0.578 2.854
H 9.752 -0.331 5.018 0.184 0.087 0.025
H 0.484 6.708 -1.939 -1.084 -1.354 0.659
C -2.979 -1.902 -1.356 2.549 2.122 -0.417
H 4.159 1.575 -6.851 -0.888 -0.213 -0.040
O -3.593 -3.442 7.307 0.412 0.274 0.289
C -9.253 3.383 -0.328 2.150 -0.629 -0.667
H -5.440 -2.504 5.883 0.038 0.162 0.176
H 8.522 -1.136 -6.176 0.030 0.178 -0.134
C 2.446 2.545 -6.524 -0.783 -0.700 -0.137
C -6.608 3.575 -0.192 -3.179 -2.100 -1.652
C 7.662 -0.530 -5.881 -0.369 -0.217 0.109
H -5.125 -1.488 4.462 -0.144 -0.051 0.139
H 0.740 1.415 -7.460 0.576 1.757 0.207
H 5.115 0.334 -3.419 -1.986 0.069 1.320
C -5.469 -1.997 -2.987 0.311 0.457 -1.738
B 3.585 -0.396 1.351 -0.251 0.282 1.284
C 10.466 -1.370 7.572 -0.180 -0.178 0.325
H -5.675 -0.728 5.970 0.010 -0.141 0.177
H 4.493 -1.895 2.909 -0.106 0.088 -1.525
H 8.977 1.827 -4.975 0.161 -0.108 -0.107
C -6.530 2.356 -1.183 -2.871 1.749 1.333
C 6.835 -3.527 5.679 0.003 0.433 -0.076
H 5.575 -1.486 1.483 -1.645 -0.680 0.340
C 9.527 0.316 5.869 -0.353 0.158 -0.010
C -9.203 2.185 -1.328 3.803 1.879 1.725
C 6.845 -5.297 3.811 0.011 0.051 -0.418
C 2.786 0.721 -3.239 1.014 -0.863 3.371
H -1.961 -0.725 -5.529 0.563 1.148 1.541
H 6.854 -2.444 5.817 0.002 -0.139 -0.003
C 4.216 0.354 -2.688 -1.547 0.051 1.743
H -2.443 0.925 -4.896 1.167 -1.275 0.240
H 9.112 1.295 -3.287 -0.030 -0.059 -0.138
S -3.217 -0.993 2.617 0.053 -0.139 -0.072
H 5.930 -5.769 4.174 0.145 -0.093 0.138
H 5.577 -0.225 -0.885 -1.639 0.330 -0.534
H -9.218 -2.079 5.498 0.140 0.022 0.037
H 1.319 5.598 0.019 -0.056 -0.909 -1.039
H 3.289 -0.034 3.285 -0.319 0.576 -1.070
C -2.259 -2.974 9.219 -0.261 -0.309 0.114
C 4.517 0.012 -1.213 -4.255 0.952 -1.924
O 3.214 1.415 -7.052 0.209 1.644 0.191
H -1.363 2.297 -1.863 1.761 0.271 -0.435
C -8.236 -1.972 5.964 -0.368 -0.057 -0.215
H 10.171 -1.915 8.471 0.015 0.092 -0.121
H -5.628 4.037 0.166 -1.668 -0.677 -0.482
H -8.020 -2.876 6.537 0.064 0.156 0.149
C 9.316 -0.518 7.105 -0.777 0.055 0.402
H -1.827 4.563 -1.769 1.369 0.351 -1.064
C -0.792 0.130 -2.202 -2.668 -3.168 0.543
C -8.836 -1.253 -2.731 -0.653 -0.168 -0.476
C 9.073 0.956 -4.325 -0.055 0.072 0.410
O 3.041 0.399 2.432 1.030 -1.724 -1.335
H 3.024 3.520 -6.667 -0.853 -1.243 0.217
H 7.711 -3.958 6.170 -0.162 -0.139 0.098
H 11.324 -0.738 7.812 0.075 -0.097 -0.188
C 0.002 5.804 -1.398 -0.217 0.538 0.360
O 8.255 -0.503 7.704 0.614 -0.058 -0.358
C -7.194 -1.782 4.893 -0.019 0.090 -0.790
H -2.136 -0.734 7.463 0.216 -0.030 0.047
C 1.588 0.752 -2.241 3.591 -0.939 0.564
H -3.733 -2.662 -0.951 1.177 1.278 -0.906
C 3.324 0.000 -0.220 -0.543 0.858 -2.606
C 2.119 2.260 -4.942 -1.240 -0.138 -1.695
H 8.616 0.877 5.651 0.113 -0.096 0.048
C -1.996 -1.710 6.992 -0.248 -0.069 -0.362
H -5.475 2.027 -1.479 -1.842 0.367 0.422
C 4.480 -1.706 1.784 0.003 0.590 -0.738
C 6.865 -3.844 4.208 0.037 0.538 -0.502
C -2.701 -2.772 7.793 -0.511 -0.359 -0.351
C 1.917 0.360 -0.749 1.609 0.191 -2.324
C -8.001 4.089 0.258 0.988 -3.278 -2.767
H 6.774 -1.166 -5.865 0.116 0.092 0.021
H -1.277 5.617 -3.209 0.351 -0.926 1.387
H -10.270 3.799 -0.001 1.666 -0.807 -0.594
C -1.947 -1.379 -0.291 0.309 0.590 -3.837
H -2.412 -2.055 9.789 0.222 0.003 -0.017
C 1.061 2.524 -7.374 0.450 -0.574 0.283
O 7.141 -0.215 -3.583 0.536 0.122 -0.473
H -0.932 -1.945 6.919 0.016 0.172 0.142
H 0.281 2.693 -1.127 -0.661 -0.418 -1.589
O 6.903 -2.961 3.371 0.073 -0.452 0.453
Si -7.539 0.136 -2.931 0.737 0.796 -0.254
O 1.109 5.067 -0.789 -0.745 0.941 0.489
C -2.953 -1.431 -2.858 2.982 0.824 2.954
H -2.312 -3.425 1.412 0.321 0.691 -0.235
H -9.868 -0.811 -2.991 1.432 -0.701 0.572
H -8.561 0.740 -5.221 1.595 0.221 0.675
H 0.973 4.007 -3.115 -1.807 -0.440 -0.115
H -2.417 -1.676 5.985 0.046 -0.006 0.116
H 2.464 3.110 -4.264 -0.370 -1.323 -0.804
H 6.870 -5.375 2.721 -0.007 0.039 0.149
H 7.721 -5.806 4.218 -0.159 -0.087 0.133
H -8.254 -1.101 6.623 0.095 -0.143 0.135
H 5.919 -3.921 6.126 0.155 -0.143 0.101
C -7.523 0.877 -4.729 -0.489 -0.200 -0.920
O -7.497 -1.764 3.714 0.055 -0.051 0.594
H -7.306 1.999 -4.739 -0.185 -1.554 0.141
H 0.215 3.077 -6.840 1.257 -0.552 -0.722
H -8.038 4.952 1.000 -0.266 -1.394 -1.225
H 4.063 -2.601 1.186 0.974 1.173 1.063
N 0.215 1.126 -2.709 -0.070 -1.371 2.664
C 7.888 0.045 -4.509 -0.401 -0.167 0.531
C -4.066 -2.037 -3.812 -1.244 -0.509 0.961
H -0.457 3.503 -4.166 0.012 0.223 1.608
C -0.912 4.918 -2.372 0.112 0.309 -0.443
H -6.285 -2.317 -3.729 1.312 0.218 0.933
C -5.766 -1.615 5.338 0.065 -0.008 -0.367
H -0.657 6.166 -0.517 0.863 -0.253 -1.656
H -0.656 0.513 -4.995 -1.275 -0.836 0.730
C -1.833 -0.437 -3.241 0.494 -0.616 1.604
H -5.505 -0.336 -1.464 -0.105 -0.044 -1.714
H -5.497 -2.735 -2.122 0.201 1.164 -1.114
P -2.011 -2.019 1.491 0.194 0.804 -0.692
H 1.192 2.923 -8.437 -0.096 -0.467 1.586
H -0.653 -1.950 1.998 -0.757 -0.321 -0.785
```
Forces are in eV/Å.

Total charge: 0
LUMO in eV: 0.1
SMILES string: CB(O)c1ccc(OC[C@H](C)O)c2c1Sc1c([PH2]=S)cc(C(F)(F)CC[Si](C)(C)c3ccccc3)c(C)c1N2CCCCO.CC(C)=O.CC(C)=O.CC(C)=O.CC(C)=O.CC(C)=O
Maximum force in eV Å⁻¹: 4.77
Total energy in eV: -114776.328

=====

This record from the Open Molecules 2025 dataset describes a cluster of 2 separate species, C6H16N2O in total at a distorted geometry. The level of theory is ωB97M-V with the def2-TZVPD basis set.

XYZ file:
```
25
Properties=species:S:1:pos:R:3:forces:R:3
N -2.007 -1.094 -0.175 0.344 0.240 0.702
H 1.840 0.003 0.876 0.103 -0.129 0.061
C -0.333 -2.536 0.969 -0.238 -0.111 0.165
C 0.522 1.020 -0.511 -0.776 0.140 0.434
H -2.372 -1.890 -0.669 0.049 0.058 0.054
H 1.597 0.260 -2.226 0.137 0.081 -0.034
H 0.613 -2.333 1.467 0.046 -0.017 -0.004
H 1.244 2.727 -1.642 0.132 0.079 -0.081
H -0.132 -2.915 -0.030 0.086 0.027 -0.035
C 1.687 1.004 0.476 -0.347 0.072 -0.075
H -0.482 2.420 -1.817 -0.118 0.050 -0.087
H -2.601 -0.285 -0.021 -0.052 -0.093 -0.137
H -0.437 0.851 0.064 1.223 0.018 -0.787
H 0.948 -0.997 -1.201 -0.109 -0.184 0.010
H 0.134 3.136 -0.328 -0.022 0.123 0.046
O -1.688 0.774 1.673 -0.838 0.147 0.325
H 1.484 1.674 1.308 0.034 0.083 0.106
H -0.124 -0.064 -2.276 -0.100 -0.139 -0.005
C 0.737 -0.012 -1.612 -0.030 0.242 0.085
H -0.435 -0.475 2.565 -0.179 -0.164 -0.167
H 2.608 1.327 -0.008 0.134 -0.017 -0.028
C 0.346 2.412 -1.111 0.103 -0.155 0.053
C -1.159 -1.299 0.880 -0.548 -0.114 0.225
N -1.136 -0.394 1.824 0.955 -0.184 -0.810
H -0.856 -3.315 1.525 0.009 -0.053 -0.016
```
Forces are in eV/Å.

Total charge: 0
LUMO in eV: 0.7
ΔE to the lowest compared entry with this formula, charge and spin in kJ/mol: 236.70
Maximum force in eV Å⁻¹: 1.45
Total energy in eV: -11507.602